# C57H152O19

19 unconnected molecules or ions with the total composition C57H152O19 at a distorted geometry (ωB97M-V with the def2-TZVPD basis set, the OMol25 dataset).

Structure (XYZ):
```
228
Properties=species:S:1:pos:R:3:lowdin_charge:R:1
C 21.605 14.112 15.704 -0.039
C 20.757 15.417 15.704 -0.474
C 19.768 15.405 14.582 -0.057
O 20.106 15.463 16.957 -0.086
H 22.062 14.014 14.741 0.068
H 21.055 13.190 15.883 0.076
H 22.341 14.043 16.484 0.070
H 21.457 16.255 15.516 0.133
H 19.272 14.438 14.604 0.074
H 20.218 15.621 13.598 0.089
H 19.077 16.232 14.702 0.061
H 19.509 16.258 17.037 0.060
C 20.061 14.169 20.538 -0.049
C 18.843 13.648 19.778 -0.483
C 17.751 14.758 19.783 -0.051
O 19.173 13.198 18.487 -0.064
H 20.657 14.747 19.848 0.067
H 20.726 13.378 20.894 0.079
H 19.761 14.865 21.326 0.075
H 18.436 12.751 20.223 0.126
H 18.184 15.631 19.291 0.055
H 17.573 15.095 20.805 0.064
H 16.760 14.483 19.361 0.076
H 19.462 13.985 17.993 0.045
C 15.241 17.923 22.381 -0.046
C 14.353 17.735 21.174 -0.510
C 14.207 16.251 20.944 -0.037
O 13.084 18.201 21.465 -0.078
H 14.820 17.363 23.223 0.092
H 15.236 18.922 22.826 0.060
H 16.283 17.698 22.132 0.084
H 14.762 18.299 20.343 0.114
H 13.499 15.985 20.138 0.080
H 13.857 15.804 21.861 0.083
H 15.164 15.821 20.635 0.060
H 13.004 19.172 21.588 0.074
C 19.373 19.782 14.134 -0.054
C 20.612 19.255 13.442 -0.518
C 20.214 18.679 12.097 -0.050
O 21.604 20.233 13.268 -0.045
H 19.566 20.156 15.125 0.061
H 18.625 18.986 14.149 0.070
H 19.009 20.680 13.658 0.080
H 21.035 18.448 14.041 0.123
H 19.851 19.456 11.431 0.083
H 19.401 17.957 12.261 0.060
H 21.044 18.145 11.605 0.088
H 21.858 20.636 14.134 0.115
C 9.777 19.469 12.065 -0.055
C 11.291 19.695 12.157 -0.470
C 11.672 20.270 13.530 -0.043
O 12.030 18.486 12.026 -0.064
H 9.367 18.943 12.948 0.076
H 9.459 18.978 11.130 0.084
H 9.301 20.452 12.048 0.079
H 11.547 20.468 11.390 0.144
H 11.367 19.577 14.347 0.076
H 11.207 21.226 13.751 0.078
H 12.755 20.348 13.603 0.067
H 11.660 17.960 11.305 0.104
C 18.561 12.134 12.378 -0.055
C 17.252 12.833 11.993 -0.520
C 17.411 13.556 10.669 -0.054
O 16.209 11.903 11.846 -0.053
H 19.396 12.849 12.276 0.076
H 18.728 11.283 11.708 0.090
H 18.599 11.844 13.418 0.055
H 17.093 13.572 12.801 0.111
H 18.278 14.214 10.757 0.077
H 16.455 14.066 10.438 0.068
H 17.645 12.841 9.896 0.079
H 16.123 11.383 12.662 0.056
C 15.869 21.200 14.895 -0.055
C 16.630 22.128 15.790 -0.490
C 16.955 23.508 15.162 -0.041
O 15.936 22.312 17.027 -0.071
H 16.180 21.161 13.857 0.068
H 14.843 21.584 14.807 0.074
H 15.919 20.220 15.363 0.074
H 17.561 21.601 16.041 0.115
H 17.514 23.461 14.213 0.077
H 17.525 24.022 15.952 0.081
H 16.046 24.051 14.934 0.066
H 15.014 22.594 16.872 0.043
C 11.050 12.117 20.804 -0.056
C 11.268 12.089 19.278 -0.442
C 12.640 11.482 18.957 -0.049
O 10.240 11.341 18.549 -0.082
H 11.399 11.157 21.192 0.080
H 9.981 12.329 21.030 0.080
H 11.582 12.972 21.278 0.086
H 11.265 13.141 18.905 0.129
H 13.387 12.092 19.480 0.083
H 12.881 11.498 17.893 0.065
H 12.793 10.508 19.406 0.082
H 9.367 11.641 18.833 0.093
C 9.536 16.080 14.922 -0.041
C 9.463 16.446 16.406 -0.489
C 9.653 17.960 16.588 -0.043
O 8.271 15.950 17.019 -0.052
H 8.657 16.496 14.443 0.075
H 9.647 14.994 14.744 0.073
H 10.422 16.490 14.441 0.069
H 10.246 15.966 16.982 0.121
H 8.988 18.444 15.898 0.068
H 10.670 18.218 16.267 0.047
H 9.584 18.212 17.656 0.072
H 7.538 16.358 16.540 0.088
C 12.983 24.467 18.455 -0.044
C 12.590 23.208 17.708 -0.507
C 11.088 23.125 17.541 -0.047
O 13.239 23.172 16.454 -0.081
H 12.411 24.568 19.390 0.086
H 12.805 25.279 17.750 0.085
H 14.045 24.437 18.697 0.079
H 13.034 22.325 18.158 0.133
H 10.656 22.851 18.525 0.069
H 10.784 22.361 16.787 0.089
H 10.682 24.122 17.265 0.093
H 12.738 23.717 15.821 0.111
C 10.033 16.214 20.299 -0.049
C 9.754 16.780 21.705 -0.453
C 8.687 15.835 22.380 -0.046
O 10.942 16.712 22.495 -0.044
H 9.180 16.292 19.602 0.077
H 10.329 15.185 20.356 0.054
H 10.822 16.825 19.858 0.062
H 9.278 17.729 21.632 0.082
H 7.766 15.692 21.792 0.080
H 8.512 16.149 23.412 0.073
H 9.146 14.842 22.400 0.062
H 11.653 17.247 22.153 0.024
C 12.591 14.033 11.041 -0.042
C 12.454 13.856 9.501 -0.509
C 13.804 14.271 8.924 -0.057
O 12.143 12.544 9.200 -0.040
H 12.803 15.085 11.238 0.054
H 13.453 13.418 11.304 0.072
H 11.711 13.763 11.658 0.084
H 11.617 14.380 9.031 0.137
H 13.881 14.454 7.857 0.078
H 14.530 13.472 9.185 0.080
H 14.178 15.114 9.504 0.055
H 12.811 11.998 9.621 0.089
C 13.458 17.967 17.104 -0.015
C 14.533 16.864 16.830 -0.440
C 13.916 15.703 16.093 -0.044
O 15.636 17.390 16.095 -0.076
H 12.794 17.734 17.917 0.063
H 12.880 18.109 16.181 0.062
H 13.980 18.890 17.342 0.067
H 14.967 16.498 17.767 0.132
H 13.161 15.246 16.691 0.070
H 14.656 14.942 15.818 0.062
H 13.496 16.059 15.132 0.085
H 15.280 17.567 15.212 0.059
C 8.792 9.702 15.556 -0.053
C 10.072 10.424 15.125 -0.500
C 9.828 11.941 15.087 -0.062
O 11.103 10.129 16.029 -0.073
H 8.569 10.067 16.575 0.081
H 8.893 8.624 15.496 0.076
H 7.979 9.939 14.884 0.070
H 10.450 10.043 14.152 0.145
H 10.782 12.465 14.903 0.075
H 9.561 12.276 16.086 0.064
H 9.084 12.231 14.359 0.072
H 10.797 10.408 16.912 0.047
C 14.810 22.141 22.855 -0.050
C 14.198 21.900 21.480 -0.455
C 15.274 21.346 20.509 -0.051
O 13.081 21.016 21.465 -0.077
H 14.184 22.761 23.505 0.077
H 15.785 22.601 22.741 0.079
H 14.897 21.197 23.403 0.072
H 13.908 22.894 21.055 0.134
H 14.879 21.093 19.521 0.066
H 15.746 20.481 20.961 0.057
H 16.026 22.122 20.295 0.090
H 12.277 21.549 21.548 0.050
C 17.235 18.874 18.805 -0.042
C 18.344 18.648 17.762 -0.470
C 19.725 18.490 18.449 -0.024
O 18.190 17.461 17.051 -0.093
H 16.224 19.062 18.412 0.065
H 17.509 19.754 19.367 0.066
H 17.185 18.015 19.512 0.085
H 18.321 19.534 17.094 0.118
H 19.809 19.216 19.245 0.075
H 20.507 18.563 17.695 0.079
H 19.741 17.492 18.902 0.073
H 17.318 17.331 16.601 0.078
C 15.579 18.839 11.503 -0.029
C 15.252 17.489 12.150 -0.485
C 16.484 16.799 12.633 -0.047
O 14.497 17.707 13.315 -0.069
H 16.058 18.648 10.544 0.083
H 16.249 19.337 12.196 0.064
H 14.714 19.471 11.293 0.074
H 14.666 16.917 11.438 0.122
H 17.221 16.689 11.839 0.081
H 16.300 15.831 13.090 0.076
H 16.979 17.416 13.406 0.073
H 13.637 18.049 13.061 0.046
C 9.967 20.200 20.244 -0.040
C 9.463 21.325 21.117 -0.456
C 9.144 20.753 22.463 -0.056
O 10.585 22.225 21.299 -0.095
H 9.293 19.346 20.263 0.073
H 10.887 19.831 20.682 0.074
H 10.103 20.568 19.241 0.069
H 8.657 21.906 20.634 0.148
H 8.411 19.969 22.379 0.075
H 8.700 21.546 23.074 0.083
H 10.069 20.371 22.938 0.107
H 10.418 22.973 21.896 0.112
C 16.585 12.644 15.999 -0.037
C 15.648 11.513 15.590 -0.459
C 14.264 11.972 15.084 -0.027
O 16.166 10.700 14.554 -0.052
H 17.544 12.272 16.343 0.072
H 16.084 13.175 16.824 0.079
H 16.718 13.382 15.209 0.065
H 15.457 10.912 16.446 0.119
H 13.526 11.193 15.236 0.069
H 14.352 12.365 14.079 0.073
H 13.920 12.820 15.658 0.048
H 16.944 10.241 14.868 0.097
```

Spin multiplicity ... 1
Max |F| ... 0.0582 hartree/bohr
E_LUMO ... 0.126 eV
Energy relative to the best compared isomer or geometry (same formula, charge and spin) ... 21.98 kcal per mole
Net charge ... 0

# C57H43As2Cl3N6ORbS

A molecular structure, C57H43As2Cl3N6ORbS at a distorted geometry (ωB97M-V with the def2-TZVPD basis set, the OMol25 dataset).

Structure (XYZ):
```
114
Properties=species:S:1:pos:R:3:lowdin_charge:R:1
Rb 2.600 -2.835 0.516 0.696
C -1.111 -2.805 2.537 -0.078
C -0.753 -1.974 3.613 -0.098
C -0.234 -0.744 3.411 -0.049
C 0.023 -0.318 2.109 -0.379
N -0.372 -1.023 1.074 0.110
C -0.942 -2.228 1.279 -0.156
N 0.612 0.931 1.921 0.155
C 1.499 1.166 0.951 -0.351
N 2.179 0.286 0.167 0.108
C 3.012 1.050 -0.644 -0.351
N 3.805 0.670 -1.509 0.169
C 4.024 -0.632 -1.814 -0.387
C 3.255 -1.374 -2.692 -0.044
C 3.671 -2.637 -3.049 -0.078
C 4.855 -3.112 -2.460 -0.100
C 5.506 -2.393 -1.481 -0.176
N 5.108 -1.151 -1.182 0.115
C 2.869 2.503 -0.316 -0.084
C 3.420 3.686 -0.805 -0.013
C 2.956 4.882 -0.310 -0.100
C 2.056 5.002 0.787 -0.104
C 1.588 3.804 1.274 -0.065
C 1.962 2.566 0.744 -0.127
H -1.528 -3.795 2.643 0.095
H -0.899 -2.407 4.673 0.137
H -0.037 -0.146 4.263 0.098
H -1.254 -2.823 0.431 0.101
H 2.348 -0.933 -3.115 0.120
H 3.190 -3.293 -3.741 0.102
H 5.196 -4.153 -2.708 0.118
H 6.372 -2.740 -0.934 0.105
H 4.107 3.678 -1.631 0.109
H 3.293 5.792 -0.759 0.089
H 1.676 5.969 1.282 0.131
H 0.880 3.769 2.134 0.112
Cl 6.523 -8.834 -2.006 0.614
C 5.233 -7.967 -1.223 -0.707
C 3.966 -8.075 -1.714 -0.139
C 3.023 -7.254 -1.078 -0.570
Cl 1.359 -7.244 -1.629 0.647
C 3.303 -6.392 -0.001 -0.599
O 2.422 -5.664 0.531 -0.274
C 4.637 -6.449 0.437 -0.545
Cl 5.026 -5.207 1.651 0.645
C 5.593 -7.231 -0.106 -0.159
H 3.764 -8.696 -2.549 0.091
H 6.578 -7.291 0.282 0.094
C -0.547 2.014 -1.218 -0.438
C -1.921 1.602 -0.805 -0.450
As -3.097 2.923 0.031 1.325
C -3.107 2.220 1.826 -0.423
C -2.319 2.772 2.830 -0.134
C -2.372 2.465 4.180 -0.087
C -3.213 1.436 4.564 -0.117
C -3.953 0.775 3.602 -0.101
C -3.916 1.197 2.285 -0.112
C -4.851 2.063 -0.533 -0.410
C -5.951 2.817 -0.567 -0.169
C -7.099 2.525 -1.261 -0.100
C -7.211 1.288 -1.824 -0.124
C -6.208 0.384 -1.641 -0.089
C -5.012 0.761 -0.997 -0.102
As -0.297 2.802 -3.042 1.330
C -0.629 4.724 -2.856 -0.402
C -0.129 5.302 -1.653 -0.126
C 0.268 6.640 -1.618 -0.077
C -0.063 7.510 -2.728 -0.090
C -0.654 6.974 -3.872 -0.097
C -0.952 5.585 -3.924 -0.113
C -2.014 2.361 -4.011 -0.386
C -3.281 2.786 -3.650 -0.140
C -4.363 2.488 -4.436 -0.079
C -4.162 1.665 -5.559 -0.083
C -2.929 1.083 -5.805 -0.101
C -1.826 1.444 -5.059 -0.133
H 0.204 1.184 -1.305 0.062
H -0.115 2.739 -0.571 0.006
H -1.869 0.687 -0.122 0.084
H -2.457 1.307 -1.679 0.012
H -1.598 3.522 2.541 0.078
H -1.881 2.977 4.953 0.085
H -3.348 1.170 5.626 0.107
H -4.618 -0.005 4.055 0.115
H -4.574 0.738 1.490 0.101
H -5.918 3.854 -0.240 0.099
H -7.895 3.267 -1.361 0.109
H -7.990 0.990 -2.539 0.110
H -6.260 -0.647 -1.936 0.098
H -4.215 0.004 -0.950 0.112
H 0.091 4.670 -0.830 0.044
H 0.680 7.112 -0.734 0.084
H 0.436 8.453 -2.615 0.081
H -0.977 7.605 -4.702 0.094
H -1.271 5.176 -4.863 0.086
H -3.527 3.345 -2.761 0.074
H -5.397 2.748 -4.184 0.107
H -5.031 1.340 -6.066 0.083
H -2.776 0.429 -6.607 0.081
H -0.799 1.116 -5.322 0.094
S 2.677 -1.912 5.998 1.007
C 3.130 -1.715 4.307 -0.431
N 2.911 -2.744 3.568 -0.014
C 2.270 -3.778 4.263 -0.299
C 1.671 -4.961 3.705 -0.004
C 1.097 -5.924 4.501 -0.074
C 1.024 -5.670 5.889 -0.099
C 1.549 -4.511 6.466 -0.111
C 2.167 -3.555 5.648 -0.488
H 3.635 -0.844 3.925 0.085
H 1.781 -5.211 2.639 0.088
H 0.546 -6.744 4.103 0.099
H 0.609 -6.424 6.584 0.104
H 1.492 -4.331 7.614 0.133
```

Spin multiplicity ... 1
Max |F| ... 0.0746 hartree/bohr
E_LUMO ... 1.948 eV
Energy relative to the best compared isomer or geometry (same formula, charge and spin) ... 35.75 kcal per mole
Net charge ... -1